A cluster of 9 separate species, C63H147N3O27P6 in total, computed with ωB97M-V/def2-TZVPD.

Highest occupied orbital energy ... -8.0934 eV
Calculated total energy ... -183212.5325 eV
Structure (SMILES) ... CC1(C)CCCC(C)(C)N1O.CC1(C)CCCC(C)(C)N1O.CC1(C)CCCC(C)(C)N1O.CCOP(=O)(OCC)OCC.CCOP(=O)(OCC)OCC.CCOP(=O)(OCC)OCC.CCOP(=O)(OCC)OCC.CCOP(=O)(OCC)OCC.CCOP(=O)(OCC)OCC
Energy above the lowest of the compared OMol25 structures with the same formula, charge and spin ... 0.00 kJ/mol

Atoms and positions in Å:
C  -3.255  -8.754  1.918
C  -2.744  -8.151  0.593
C  -3.884  -8.307  -0.433
C  -2.549  -6.705  0.821
C  -1.867  -6.075  -0.390
C  -0.448  -6.662  -0.519
C  -0.596  -8.219  -0.738
C  -0.971  -8.445  -2.171
C  0.882  -8.672  -0.495
N  -1.457  -8.805  0.299
O  -1.585  -10.189  0.087
H  -3.525  -9.793  1.724
H  -2.423  -8.755  2.650
H  -4.131  -8.240  2.210
H  -4.831  -8.700  0.045
H  -4.108  -7.435  -1.059
H  -3.576  -9.116  -1.103
H  -3.494  -6.209  1.015
H  -1.978  -6.525  1.698
H  -2.530  -6.194  -1.207
H  -1.913  -4.990  -0.196
H  0.016  -6.442  0.402
H  0.158  -6.130  -1.286
H  -0.202  -8.008  -2.803
H  -2.017  -8.059  -2.372
H  -1.093  -9.513  -2.459
H  1.293  -8.481  0.459
H  1.532  -8.312  -1.313
H  1.020  -9.782  -0.621
H  -1.594  -10.323  -0.838
C  0.777  -2.883  0.331
C  0.253  -1.543  0.955
C  -1.253  -1.637  1.120
C  0.823  -1.251  2.360
C  2.164  -0.645  2.365
C  2.102  0.618  1.514
C  1.771  0.372  0.051
C  1.574  1.714  -0.576
C  2.942  -0.330  -0.660
N  0.496  -0.324  0.060
O  0.118  -0.615  -1.313
H  0.347  -3.754  0.854
H  0.342  -2.901  -0.676
H  1.890  -2.947  0.278
H  -1.528  -0.667  1.609
H  -1.844  -1.839  0.207
H  -1.393  -2.453  1.805
H  0.181  -0.592  3.039
H  0.800  -2.152  2.955
H  2.527  -0.365  3.361
H  2.887  -1.346  2.036
H  3.050  1.111  1.595
H  1.356  1.348  1.841
H  1.341  1.589  -1.666
H  2.476  2.346  -0.519
H  0.767  2.286  -0.135
H  3.437  -1.086  -0.015
H  3.646  0.476  -0.830
H  2.697  -0.848  -1.586
H  -0.626  -0.046  -1.361
C  7.310  6.421  -0.281
C  7.090  5.018  0.188
C  6.866  5.032  1.719
C  5.796  4.385  -0.473
C  5.776  2.899  -0.231
C  7.031  2.269  -0.705
C  8.262  2.829  -0.010
C  8.360  2.344  1.405
C  9.474  2.300  -0.768
N  8.306  4.232  -0.217
O  9.379  4.744  0.583
H  6.472  7.047  0.006
H  8.215  6.907  0.184
H  7.402  6.476  -1.381
H  6.561  4.053  2.126
H  7.744  5.307  2.272
H  6.092  5.781  2.002
H  4.868  4.824  -0.014
H  5.739  4.601  -1.538
H  5.744  2.582  0.817
H  4.945  2.398  -0.628
H  7.199  2.415  -1.755
H  7.044  1.171  -0.644
H  8.944  3.054  1.998
H  8.791  1.354  1.348
H  7.454  2.236  2.007
H  10.381  2.450  -0.142
H  9.493  2.808  -1.689
H  9.363  1.276  -1.019
H  9.746  5.372  -0.044
C  -0.251  -1.035  -5.017
C  -1.311  -0.003  -5.351
O  -0.682  1.227  -5.651
P  -1.120  2.188  -6.831
O  -2.287  3.051  -6.819
O  0.232  2.921  -7.048
C  1.524  2.248  -7.200
C  2.584  3.272  -7.578
O  -1.213  1.034  -7.949
C  -2.365  0.758  -8.764
C  -1.822  0.582  -10.142
H  0.416  -0.667  -4.199
H  -0.826  -1.855  -4.597
H  0.319  -1.379  -5.905
H  -1.965  -0.316  -6.124
H  -1.868  0.208  -4.485
H  1.778  1.667  -6.388
H  1.355  1.533  -8.052
H  3.580  2.806  -7.557
H  2.445  3.622  -8.580
H  2.600  4.109  -6.878
H  -2.872  -0.118  -8.276
H  -3.012  1.602  -8.740
H  -1.437  1.576  -10.487
H  -1.011  -0.200  -10.133
H  -2.615  0.236  -10.778
C  -5.514  -1.859  1.829
C  -5.233  -0.454  2.156
O  -6.284  0.306  2.767
P  -7.217  1.282  1.976
O  -7.314  0.999  0.519
O  -8.538  1.217  2.870
C  -9.664  2.045  2.603
C  -9.659  3.160  3.664
O  -6.629  2.746  2.246
C  -6.413  3.705  1.209
C  -5.209  4.541  1.636
H  -5.550  -2.514  2.717
H  -6.416  -1.942  1.228
H  -4.669  -2.283  1.239
H  -4.414  -0.313  2.840
H  -5.016  -0.002  1.243
H  -9.560  2.603  1.606
H  -10.513  1.378  2.589
H  -9.985  2.746  4.623
H  -8.610  3.582  3.802
H  -10.356  3.983  3.361
H  -6.307  3.186  0.225
H  -7.327  4.325  1.089
H  -4.988  5.273  0.841
H  -5.288  5.050  2.594
H  -4.237  4.039  1.786
C  -1.761  2.791  1.413
C  -3.070  2.002  1.182
O  -3.740  2.414  -0.024
P  -3.319  1.720  -1.382
O  -1.877  1.475  -1.472
O  -4.149  0.370  -1.304
C  -5.441  0.338  -1.934
C  -5.400  -0.059  -3.426
O  -3.949  2.580  -2.490
C  -3.195  3.106  -3.617
C  -2.846  4.561  -3.495
H  -1.088  2.715  0.536
H  -1.929  3.789  1.768
H  -1.190  2.215  2.121
H  -2.768  0.952  1.107
H  -3.848  2.091  1.915
H  -6.025  -0.267  -1.316
H  -5.901  1.327  -1.858
H  -6.441  -0.107  -3.720
H  -4.896  0.692  -4.037
H  -4.975  -1.090  -3.545
H  -2.248  2.588  -3.788
H  -3.829  2.952  -4.531
H  -3.637  5.304  -3.551
H  -2.247  4.724  -2.613
H  -2.134  4.904  -4.315
C  7.908  1.721  -7.188
C  6.704  2.273  -6.398
O  5.493  1.343  -6.352
P  4.802  1.208  -4.962
O  5.700  0.876  -3.822
O  4.048  2.566  -4.802
C  3.323  2.661  -3.496
C  2.609  4.046  -3.605
O  3.652  0.180  -5.270
C  3.817  -1.284  -5.388
C  4.333  -2.042  -4.147
H  7.599  1.613  -8.242
H  8.702  2.424  -7.223
H  8.251  0.728  -6.836
H  6.967  2.486  -5.353
H  6.293  3.147  -6.854
H  2.590  1.853  -3.482
H  3.976  2.539  -2.634
H  2.445  4.386  -2.593
H  3.226  4.741  -4.254
H  1.649  3.893  -4.153
H  2.925  -1.633  -5.891
H  4.552  -1.376  -6.179
H  5.013  -1.328  -3.674
H  3.490  -2.253  -3.491
H  4.824  -2.930  -4.452
C  -3.076  2.301  5.249
C  -1.837  2.835  5.815
O  -0.707  2.602  4.898
P  0.746  2.859  5.376
O  0.911  4.123  6.093
O  1.187  1.593  6.194
C  2.561  1.614  6.622
C  2.915  0.411  7.400
O  1.577  2.693  4.040
C  1.784  3.933  3.205
C  3.161  4.502  3.324
H  -3.415  2.865  4.404
H  -2.836  1.317  4.944
H  -3.957  2.385  5.936
H  -1.855  3.947  6.014
H  -1.622  2.337  6.749
H  3.121  1.608  5.648
H  2.821  2.580  7.100
H  2.616  -0.492  6.844
H  4.013  0.293  7.502
H  2.480  0.428  8.383
H  1.586  3.666  2.154
H  0.992  4.583  3.391
H  3.360  4.922  4.302
H  3.907  3.713  3.036
H  3.183  5.334  2.575
C  -1.745  -0.568  7.568
C  -1.332  -1.772  6.680
O  -2.425  -2.762  6.743
P  -2.962  -3.434  5.374
O  -2.814  -2.535  4.252
O  -2.166  -4.815  5.238
C  -1.761  -5.329  3.942
C  -0.277  -5.419  3.822
O  -4.374  -3.984  5.833
C  -5.205  -3.177  6.765
C  -6.601  -3.864  6.753
H  -2.521  -0.035  7.009
H  -2.233  -0.965  8.493
H  -0.934  0.093  7.800
H  -1.104  -1.500  5.627
H  -0.503  -2.214  7.134
H  -2.231  -6.261  3.847
H  -2.235  -4.764  3.165
H  0.096  -4.371  3.638
H  0.130  -5.755  4.754
H  0.136  -6.100  3.136
H  -4.764  -3.269  7.737
H  -5.279  -2.175  6.522
H  -6.566  -4.950  6.995
H  -7.235  -3.413  7.552
H  -7.061  -3.640  5.779